(1)
The following is a DFT calculation (ωB97M-V/def2-TZVPD) of a structure of composition C29H26Cl2CrIN3O5PS3.

Values from the calculation:
Orbital gap (spin up / spin down) ... 3.191 / 4.040 eV
Largest force on an atom ... 0.116 Eh/bohr
Energy ... -5459.717792 Ha
HOMO (spin up / spin down) ... -0.0153 / -0.0163 hartree

The geometry in ORCA input format:
```
! RIJCOSX wB97M-V def2-TZVPD def2/J DEFGRID3
* xyz -2 2
C 3.75115 2.38112 0.45321
C 0.23428 -3.65548 1.77298
C -4.00846 -3.85765 1.05902
H 0.30191 3.59961 2.03661
C 1.64631 -5.84957 0.81927
O 1.61599 -0.55950 1.38129
H 4.87936 6.63322 0.17674
H -7.14983 -0.02439 -3.18749
H -3.26981 -4.05672 -0.97000
H -4.64574 3.21793 -1.89668
N 0.34040 3.27991 -0.63199
C 2.77622 -0.66518 1.96570
S -0.90952 -0.27909 -1.58229
H -3.09312 -0.11808 0.69360
H -6.82068 2.40538 -2.77834
C 3.89804 4.72885 -0.12376
Cr 1.28303 -0.64961 -0.29755
H -0.40875 -4.93680 3.34529
C 1.70740 -4.63898 0.15339
O 3.02226 -0.61533 3.17618
C 0.17741 -4.86705 2.43685
C 1.00287 -3.49327 0.58239
H 4.03102 -2.03429 1.03992
I -2.40132 2.53930 2.02421
C 3.90173 2.03313 -0.87464
O 5.20494 0.06669 -1.79758
C 0.27249 2.57812 1.68045
Cl 2.73873 -4.51253 -1.24247
C -3.74944 1.26720 -1.86664
C 0.55358 2.33315 0.31056
H 3.61281 3.98686 1.86509
C 3.87505 -0.95560 0.97793
H -5.29035 -1.60787 -2.76759
H 0.82130 -6.91284 2.48595
C -3.36503 -1.16869 0.78957
C 3.75135 3.72497 0.81973
H -4.70716 -3.33501 3.02606
H 3.61166 1.61549 1.20811
H 3.57079 6.30373 1.31640
H 4.17692 2.74578 -2.88578
C -4.79425 2.16256 -2.10273
N 1.13558 -2.31472 -0.12186
H 4.17884 5.13678 -2.21848
C 3.88554 6.18538 0.27829
H -2.79517 1.62536 -1.49185
C 4.06166 4.36192 -1.46436
H 2.21528 -6.69221 0.44066
H 3.20458 6.76391 -0.35180
C -6.19809 0.34248 -2.81582
C -3.14415 -2.04358 -0.27521
H 0.74888 3.08410 -1.53226
H -4.25719 -4.90955 1.16352
C -3.45594 -3.39032 -0.13570
P -2.58625 -1.33859 -1.86415
C 0.87302 -5.96673 1.95977
H 4.82503 -0.46661 1.17198
C -3.92554 -0.09338 -2.10430
O 0.95404 1.19505 -0.13429
C -4.25505 -2.97576 2.10677
O 2.82182 0.30849 -2.44827
S 3.84033 0.33451 -1.40488
H -4.09360 -0.93582 2.79053
Cl -0.62819 -2.34186 2.47395
H 0.32839 4.23913 -0.33559
N 3.27573 -0.58136 -0.29101
C -6.01407 1.70583 -2.58422
C -5.16054 -0.54851 -2.57490
S -2.66032 -2.68026 -3.31868
H 0.53912 1.78640 2.36270
C -3.92287 -1.63017 1.97332
C 4.06365 3.03061 -1.84481
*
```

(2)
The following is a DFT calculation (ωB97M-V/def2-TZVPD) of a structure of composition C29H26GaIN4.

Values from the calculation:
Orbital gap ... 7.619 eV
Largest force on an atom ... 0.042 Eh/bohr
Energy ... -3561.743795 Ha
ΔE to the lowest compared entry with this formula, charge and spin ... 0.0000 eV
HOMO ... -0.4841 hartree

The geometry in ORCA input format:
```
! RIJCOSX wB97M-V def2-TZVPD def2/J DEFGRID3
* xyz 2 1
C -2.80226 0.04293 -0.21534
H 1.41786 -2.67781 -4.97344
C 0.41814 4.28281 -1.40742
H 3.35591 0.51014 -0.86212
N 0.96120 2.16900 -0.42152
N 0.14205 -0.68235 2.39335
H 1.80312 5.89503 -1.05140
H 2.55811 1.62562 1.89274
C 1.93031 -2.28003 -2.91691
H -0.45189 0.66414 -3.06094
H -0.82015 2.54641 -1.44173
H -2.54577 -3.78799 -0.83792
C 1.24326 -2.04468 -4.11379
C -1.51737 -1.97646 -0.28243
N 0.86632 -0.41244 -1.88147
H 2.54605 -3.15656 -2.87289
H -4.51402 2.92199 0.41482
H -0.62777 -2.53794 -0.06685
H 2.94282 -2.16281 1.81735
H -6.37764 1.63977 -0.58787
C -2.61694 -2.70084 -0.73505
H -0.25426 4.85698 -2.03977
C 1.36969 -2.00317 3.95815
C -1.55322 -0.60928 -0.07083
H -0.19712 -0.71636 -5.05705
C -5.41628 1.18372 -0.50041
H -4.64580 -2.57375 -1.45742
C -5.21581 -0.09624 -0.86466
H 2.27932 -2.47561 4.29528
Ga 0.20880 0.19451 0.25493
C -3.10436 1.34942 0.24484
I -1.87434 2.53633 1.58287
H 3.49530 -1.90331 -0.64351
C 0.39038 -0.94111 -4.18288
H -6.02416 -0.72235 -1.22624
H 3.22048 -0.56551 2.44750
C -4.34516 1.91388 0.04955
N 2.24509 -0.62903 0.50845
H -1.87969 -0.29316 2.80012
C 0.22405 -2.10337 4.74616
C -0.96033 -1.45722 4.36346
C -3.93568 -0.69337 -0.73506
H 3.37992 4.39509 0.20494
C 1.73431 -1.46664 -1.79998
C 2.40174 -1.72992 -0.48524
C 2.47096 4.00831 -0.21125
C 2.12230 2.66519 0.03840
C 0.13381 2.95374 -1.12356
C 0.21907 -0.16605 -3.03769
C 3.31858 0.41931 0.21516
H 3.95638 2.27731 1.01524
C 1.28448 -1.29605 2.75054
C 1.60436 4.83379 -0.90848
C -0.96902 -0.77558 3.17700
H 4.28979 0.02160 0.55495
H -1.84424 -1.45933 4.98168
C -3.79757 -2.05315 -1.02088
C 3.00710 1.74606 0.88586
C 2.49172 -1.16523 1.88624
H 0.25371 -2.66722 5.65953
H 2.00440 -2.67117 -0.04513
*
```

(3)
The following is a DFT calculation (ωB97M-V/def2-TZVPD) of a structure of composition C29H26N3NdO3.

Values from the calculation:
Orbital gap (spin up / spin down) ... 7.753 / 7.779 eV
Largest force on an atom ... 0.018 Eh/bohr
Energy ... -2072.191442 Ha
ΔE to the lowest compared entry with this formula, charge and spin ... 0.0000 eV
HOMO (spin up / spin down) ... -0.2886 / -0.2888 hartree

The geometry in ORCA input format:
```
! RIJCOSX wB97M-V def2-TZVPD def2/J DEFGRID3
* xyz 0 4
C -0.33035 -0.07286 5.72530
H 2.37621 -2.80168 -2.60972
C -0.54017 2.40110 -2.91377
C 0.17610 -0.64710 4.53686
H -2.52950 2.75974 -4.76648
H -0.62445 3.38742 -4.82350
H -0.14777 -4.45458 1.65621
C -1.66419 3.86855 3.25785
C 1.48329 2.58457 -1.78024
O 1.57694 -0.61685 -0.99382
H 3.21222 -2.72370 2.00776
N 0.18959 -3.76151 1.00293
C 1.14042 -1.68617 -0.52499
C 1.43547 -3.98528 0.45304
N -0.11604 -1.67692 -0.04925
O -1.68314 -2.52042 1.34220
H 3.79884 -1.92033 -0.90252
C 3.56641 -2.02815 1.24474
C 1.97725 -2.94645 -0.52021
H -5.48727 0.36976 -2.84027
C -0.51810 1.32848 3.28162
H -3.94201 -0.10842 -1.00621
H 4.00795 -3.53804 -0.23629
C -1.92023 1.84197 -2.89847
H 4.60689 -1.80281 1.47688
C -0.90113 1.16637 5.69728
H 0.52498 -0.38867 2.46232
C -1.21484 3.25996 2.05269
C 1.27098 3.64960 -3.88003
C -0.64348 2.00999 2.02846
C -1.00329 1.89295 4.48497
N 0.23191 2.12456 -1.84711
C 0.08114 0.04211 3.36309
H 0.64145 -1.62341 4.56017
C 2.05120 3.35955 -2.76887
C -2.29851 1.04003 -1.81086
C -1.56785 3.19524 4.43820
H 0.57519 -4.31399 -3.45288
C -3.59575 0.52300 -1.82226
H 3.00699 -1.09439 1.34309
C -2.81054 2.12632 -3.93485
C -0.02034 3.16980 -3.95677
H 3.06695 3.71143 -2.66939
H -2.10007 4.85974 3.23272
H -4.77581 1.81985 -4.72155
C -4.09113 1.59607 -3.91371
C -0.61315 -2.64550 0.78880
H -0.25586 -0.61535 6.65874
H -0.14234 -3.03219 -2.49042
Nd -0.64682 0.60924 -0.02338
O 2.05767 -4.98651 0.72084
H -1.35712 3.82263 1.13077
H 1.67014 4.24699 -4.68958
C 0.51806 -3.89920 -2.44663
H 2.05159 2.30899 -0.89760
C 1.90968 -3.54043 -1.95366
H -1.27903 1.61508 6.60812
H -1.92484 3.64257 5.35903
C -4.48750 0.78621 -2.85810
H 0.04304 -4.64932 -1.81179
H 2.55556 -4.42161 -1.94971
C 3.42852 -2.61802 -0.14981
*
```

(4)
The following is a DFT calculation (ωB97M-V/def2-TZVPD) of a structure of composition C29H26N3O2OsP2S2.

Values from the calculation:
Orbital gap (spin up / spin down) ... 7.931 / 7.106 eV
Largest force on an atom ... 0.016 Eh/bohr
Energy ... -3004.920019 Ha
ΔE to the lowest compared entry with this formula, charge and spin ... 0.0000 eV
HOMO (spin up / spin down) ... -0.3918 / -0.4143 hartree

The geometry in ORCA input format:
```
! RIJCOSX wB97M-V def2-TZVPD def2/J DEFGRID3
* xyz 1 5
C 3.50042 -0.07436 -0.74970
N 2.51199 -1.72652 3.61898
H -0.66276 4.28495 -4.96058
H -0.19308 -4.33973 1.35059
H -2.38744 -5.35190 0.84932
H 3.27152 -3.28062 2.42695
H -5.15704 3.26229 -1.22416
C -2.71890 0.34951 -1.92486
C 0.47572 2.14316 -1.97303
C -0.54771 3.07887 -1.80657
H 1.92895 -3.02921 -2.68706
P -1.73029 0.25081 0.62974
H 4.32782 -3.06911 -2.09370
C 0.67962 2.76059 -4.28494
H 5.33404 -1.18280 -0.86112
P 1.05825 1.26485 -0.53110
H 1.15893 2.64764 -5.24815
H 1.62375 -2.50029 5.42179
H 2.79914 -0.38026 1.98383
H -4.02775 -1.47396 0.09649
N 1.25566 0.05071 3.39543
H -1.01020 3.20873 -0.83558
C 3.53168 -2.72774 3.32779
H 3.60046 -3.41599 4.16431
H 1.89429 1.26558 -3.33296
C -0.95876 3.84215 -2.88317
H -3.76470 2.35885 0.61123
C -4.36312 1.91751 -2.69509
H -4.30255 -3.92614 0.22281
C 1.62216 -1.73191 4.66860
C -0.34441 3.68112 -4.12078
H -1.75128 4.56840 -2.75980
C -0.86831 -2.33353 1.01409
Os 0.21547 1.74080 2.27008
H 4.49595 -2.24528 3.18528
C 4.28156 -1.16544 -1.11289
H 3.93788 0.76593 -0.22328
C 2.24839 -0.64357 2.87320
C -3.34334 -3.47786 0.44501
H -4.96786 2.32019 -3.49712
C -4.46942 2.45002 -1.41875
C -2.81861 0.89060 -0.64028
C -1.95043 -1.52936 0.65854
C -3.19040 -2.10249 0.37461
S 1.97304 2.55767 0.77897
S -2.11284 1.13261 2.45719
H 0.52829 -1.10122 -2.03828
C -3.48947 0.86624 -2.94968
C -0.06914 0.65770 0.59914
C -2.26457 -4.27796 0.79684
C 1.58264 -1.11953 -1.78224
C 0.84721 -0.62653 4.52125
C -3.69425 1.94121 -0.38450
C 1.09732 1.98781 -3.21053
N 1.61812 3.62434 4.20838
C -1.02977 -3.70836 1.08024
O 0.43931 3.05578 3.74780
H 0.08910 -1.87222 1.22644
H -3.41499 0.45171 -3.94641
C 2.15053 -0.05354 -1.08293
H -2.04318 -0.47781 -2.11429
C 3.71489 -2.22538 -1.80451
H 0.04688 -0.26536 5.14367
O 1.44009 4.26028 5.17176
C 2.36551 -2.20263 -2.14229
*
```